The following is a DFT calculation (ωB97M-V/def2-TZVPD) of a 4-piece molecular cluster, C4H17N2O2 overall at a distorted geometry.

LUMO level (Ha): -0.3405
HOMO level (eV): -13.92
Maximum force (eV/Å): 5.23
DFT total energy (eV): -11484.1514
Charge: +1
Spin multiplicity: 1
Kohn-Sham gap (eV): 4.66
Energy relative to the best compared isomer or geometry (same formula, charge and spin) (kcal/mol): 224.6

Structure (XYZ):
```
25
C4H17N2O2 (ωB97M-V/def2-TZVPD)
O 0.66010 -1.22879 -1.49651
O -0.65095 1.35303 -1.69500
N -0.01074 -1.01731 1.12631
N 2.12598 0.75550 -0.62492
C 0.55349 0.38612 1.17499
C -2.27886 -0.45078 0.24875
C -1.48795 -0.99576 1.37202
C 2.02458 0.52227 0.83979
H 0.36860 -1.99951 -1.88813
H 0.14642 0.83380 2.11068
H 1.63787 -0.10815 -1.07144
H -1.69286 -0.42278 2.40883
H -0.16056 0.80631 -2.33105
H 0.09780 0.86538 0.28710
H -1.92612 -0.90356 -0.69786
H -3.59218 2.56926 -0.03133
H 3.11007 0.68966 -0.91914
H 2.55397 1.20730 1.52734
H -2.91414 2.46750 -0.22154
H -1.75617 -2.16501 1.45133
H 2.40946 -0.56213 1.07138
H -3.38477 -0.62165 0.44518
H -0.72934 2.16737 -2.13460
H 0.18733 -1.39269 0.07478
H -2.10290 0.63653 0.12755
```

Mulliken population analysis, charges in e, atoms 1 to 5:
1 O -0.71
2 O -0.48
3 N -0.02
4 N -0.44
5 C -0.37

The following is a DFT calculation (ωB97M-V/def2-TZVPD) of an isolated ion of composition C7H10N3O and charge +1 at a distorted geometry.

LUMO level (spin up / spin down) (Ha): -0.1908 / -0.1907
HOMO level (spin up / spin down) (eV): -13.11 / -13.11
Maximum force (eV/Å): 3.56
DFT total energy (eV): -13925.9913
Charge: +1
Spin multiplicity: 1
Kohn-Sham gap (spin up / spin down) (eV): 7.92 / 7.92
Energy relative to the best compared isomer or geometry (same formula, charge and spin) (kcal/mol): 160.5

Structure (XYZ):
```
21
C7H10N3O (ωB97M-V/def2-TZVPD)
O 2.00910 -1.98270 -0.65762
N -0.35219 0.19050 -2.04832
N 0.37617 -0.42226 -0.08725
N -1.42625 1.13983 2.06395
C 1.09005 -1.24299 -0.93828
C 0.48800 -0.92603 -2.31315
C 0.60360 -0.41491 1.35767
C -2.09245 2.03012 0.98137
C -0.41181 0.45280 -0.78178
C 0.77064 -1.67457 -3.42572
C 0.04616 0.76239 2.21478
H -1.53385 2.93852 0.80639
H 0.58101 1.69713 1.99728
H 1.34007 -2.57264 -3.30788
H 1.68545 -0.38308 1.36778
H 0.39125 -1.30696 -4.43928
H 0.24627 0.41815 3.22477
H 0.37886 -1.37478 1.78837
H -1.56918 1.63967 2.98115
H -0.66575 0.81596 -2.70943
H -1.95513 0.21587 1.92519
```

Mulliken population analysis, charges in e, atoms 1 to 5:
1 O -0.56
2 N 0.12
3 N 0.21
4 N -0.16
5 C 0.51

The following is a DFT calculation (ωB97M-V/def2-TZVPD) of a 17-piece molecular cluster, C49H104F16N21O35S16 overall at a distorted geometry.

LUMO level (Ha): -0.1121
HOMO level (eV): -10.29
Maximum force (eV/Å): 13.65
DFT total energy (eV): -372267.7868
Charge: +1
Spin multiplicity: 1
Kohn-Sham gap (eV): 7.24

Structure (XYZ):
```
241
C49H104F16N21O35S16 (ωB97M-V/def2-TZVPD)
S 2.33062 -1.29287 -6.34346
S 0.52563 -7.81496 -0.82285
S -1.33363 4.17758 -2.09378
S 3.05980 0.11881 4.14294
S 5.57293 0.94054 -1.67775
S -5.73303 -0.73303 -4.65285
S -3.81401 -3.27695 3.23019
S -3.38862 3.22752 -2.37765
S 5.14502 5.52975 -0.13199
S -1.78108 -2.52493 2.33996
S 6.22376 -1.30520 -1.33270
S -0.71914 -6.03153 -1.73702
S 3.10401 6.10761 -1.07600
S 2.60559 -2.26728 -4.32025
S 3.09288 2.48662 4.29548
S -6.79441 -3.01765 -4.49406
F 6.01356 2.15604 -2.64249
F 2.27185 7.21287 -1.88957
F -4.18396 -0.43265 -4.91450
F -4.49660 -4.75792 3.42417
F 0.16283 3.66295 -2.54119
F -6.74535 -4.40817 -5.24779
F 2.19023 -1.14630 4.75967
F -0.78727 -3.01250 1.21160
F 3.20898 -1.71289 -2.95721
F -0.98345 -4.63571 -1.02161
F 0.26476 -8.84799 0.42597
F 5.94587 -2.59502 -2.19820
F 3.14004 -0.34863 -7.38311
F -4.02836 1.78034 -2.46590
F 6.52758 4.95431 -0.74842
F 1.97154 3.28632 3.40727
O 3.25666 3.31068 5.48793
O 6.25232 1.33784 -0.43837
O -6.31211 -3.45012 -3.14149
O 1.11394 -0.52420 -6.19788
O 2.42275 6.30697 0.23480
O 3.22496 -3.60215 -4.30779
O 2.67320 4.98502 -1.91910
O -0.79276 -2.19339 3.41609
O 0.07026 -8.60113 -1.99671
O -2.26088 -1.39699 1.58363
O 5.64676 6.25217 1.03696
O -4.85973 -2.58777 2.43340
O -1.52917 5.32562 -2.95160
O 1.20547 -2.06643 -3.93653
O 5.03446 -1.42594 -0.41584
O -0.11697 -0.87689 7.66305
O 3.00755 -0.29495 2.72430
O 4.46463 4.27358 0.12424
O 2.23297 -2.60125 -6.98817
O -1.28666 4.35886 -0.61257
O -3.96473 3.83902 -3.58478
O -6.30031 0.37419 -5.40517
O 2.00142 -7.57282 -0.63210
O -8.19532 -2.59657 -4.62642
O -3.99728 -7.84818 0.45718
O 0.38654 -5.67979 -2.63160
O -1.87920 -4.65794 -4.30549
O -3.59432 -2.92977 4.65537
O 7.55754 -1.53627 -0.78995
O 4.22773 -0.02973 4.91332
O 4.25758 2.38042 3.46192
O 4.11783 1.08538 -1.73039
O -3.93611 3.57963 -1.04382
O -5.75255 -0.55956 -3.18051
O -2.10594 -6.26684 -2.06145
N 6.19388 -0.43779 -2.54837
N -2.50371 -6.22184 1.38320
N -2.39906 5.94478 3.21753
N -0.99565 2.48109 -6.25997
N 8.02470 3.79194 1.80440
N -0.74799 -0.58179 -1.33088
N -2.07431 2.64231 -2.48571
N 2.15128 1.15671 4.65673
N 3.81928 -4.39444 1.78419
N 0.69939 0.65865 -0.18129
N -0.03655 0.86970 5.96240
N 9.74905 3.82970 0.32214
N -0.30564 -6.76718 -0.26806
N -8.82810 0.68775 0.18157
N 3.38476 -1.09395 -5.29946
N -3.54605 -3.86344 -5.86993
N -5.68420 -2.40198 -5.32968
N -6.69786 0.48058 1.02773
N 4.78507 6.31393 -1.25224
N 1.10141 2.15915 -5.31700
N -2.71375 -3.84196 2.41771
C -2.56599 0.88815 -7.21967
C -2.33731 -7.10687 2.59398
C -3.88582 -5.79026 -4.40512
C 2.18290 1.93116 -4.37120
C 6.06713 -3.23479 2.27618
C 0.00657 2.71087 -7.19757
C -1.94513 7.28450 3.80099
C -0.57235 0.62843 -0.71161
C 6.88085 3.32764 2.55118
C 4.23573 -4.93300 0.39878
C -0.48079 9.37219 3.52447
C -7.50471 0.18743 2.02435
C 4.54690 -3.05712 2.22323
C -2.94781 6.28247 1.76017
C -2.59243 -2.11561 -1.89119
C -0.78539 7.95908 3.05881
C -3.57996 3.85055 3.69550
C -5.24871 0.46447 1.06936
C 2.22093 -4.12731 1.83510
C -10.04668 0.70413 -0.67957
C -8.81404 0.19765 1.50112
C -2.94173 -4.74621 -4.80934
C -1.13972 0.19888 5.09553
C -7.42520 0.84820 -0.04664
C -0.28728 2.06802 -5.14566
C -1.36601 4.82882 3.18956
C 1.27576 1.89188 0.36786
C -10.62544 -0.57531 -1.32209
C 0.33281 -1.40061 -1.07540
C -1.83778 -0.87028 -2.26826
C -2.13565 3.56822 3.18294
C 6.61523 -1.90279 2.93158
C 1.25762 -0.56212 -0.28978
C -2.36773 2.22780 -6.56195
C 10.60099 3.53121 -0.76798
C 2.58712 -6.32131 2.97582
C 3.86000 -5.54826 2.91216
C 8.74232 3.01422 0.85407
C -4.49712 -5.61245 -0.15022
C 7.35082 2.55117 3.72389
C -2.61819 -2.68691 -6.40947
C 0.32641 0.17455 7.25768
C -3.42916 5.28726 4.15014
C 1.27074 2.57734 -6.62908
C 1.58215 0.85735 7.96503
C -3.68785 -6.64908 0.58080
C 1.62757 -5.14007 2.94572
C 8.57953 5.05569 1.86866
C 9.66724 5.09491 0.98118
H -2.36542 -3.05037 -2.40384
H 0.41653 9.77095 3.05130
H 2.06717 1.58897 7.31883
H -7.00239 1.17812 -0.98408
H 8.46378 2.04671 0.46323
H -11.45245 -0.98482 -0.74204
H 6.54061 -1.00309 2.32079
H -3.24467 -7.02685 3.19265
H -1.51542 2.93350 3.81581
H -2.48800 0.00263 -2.32610
H -4.54899 -5.44766 -3.61081
H -4.41374 -3.43311 -5.58355
H -2.56383 -1.92777 -5.62918
H -3.35314 -6.66031 -4.02124
H -5.55355 -5.82230 0.01719
H -4.88674 -0.56126 0.99903
H 7.51288 1.47758 3.62778
H 6.63821 2.50118 4.54717
H -10.82999 1.29614 -0.20622
H 4.71115 -6.18503 2.67100
H 2.46822 -6.91368 3.88307
H -4.37856 5.82271 4.14404
H 4.25726 -4.08882 -0.29043
H -7.06868 0.05622 3.00368
H -1.71121 7.19976 4.86221
H -3.72720 5.60542 1.41051
H -2.83567 7.91290 3.81283
H 4.14334 -2.77655 3.19612
H -2.08824 6.09266 1.11734
H -1.86623 0.99277 4.92225
H -0.59003 0.05626 4.16516
H 6.15879 -1.83713 3.91923
H -4.23065 -5.71854 -1.20181
H -3.15047 -2.19874 -7.22586
H -2.63235 -5.30065 1.77686
H -1.59755 -3.03221 -6.57429
H -3.66974 -1.95089 -1.91014
H 0.82178 1.16329 5.51837
H 10.17119 2.67869 -1.29389
H -2.24028 3.23341 2.15092
H -4.95017 0.99417 1.97400
H -2.89010 2.31475 -5.60923
H -1.61670 -0.65153 5.58279
H 1.86397 -4.41254 0.84549
H 4.13871 -4.99921 3.81159
H -1.34233 9.96855 3.22412
H -2.16326 -8.17136 2.43692
H -2.08704 0.79985 -8.19481
H 2.57237 -6.96766 2.09826
H -0.72692 4.94622 4.06470
H -1.22053 1.48709 -0.80635
H -2.77659 5.31690 5.02271
H -0.48888 1.74606 6.18033
H -4.34428 3.62796 2.95095
H 8.20793 3.03953 4.18753
H -9.80490 1.41459 -1.47008
H 7.65449 -2.06168 3.21931
H 10.28681 5.94233 0.72738
H 0.63839 -5.47361 2.63204
H 2.16154 -0.85934 0.22111
H -2.36594 0.02531 -6.58440
H 1.21671 1.47534 8.78518
H 5.20968 -5.41733 0.46908
H 11.52456 3.13116 -0.34956
H 0.49360 -2.39440 -1.46649
H 3.16407 1.78131 -4.82171
H -0.83144 1.70883 -4.28468
H -1.63717 -6.38205 0.88970
H -3.37725 7.26407 1.55984
H -11.06355 -0.35398 -2.29531
H 1.46080 -4.60169 3.87869
H -9.88051 -1.34575 -1.52118
H 10.88489 4.31870 -1.46609
H 6.19195 4.14449 2.76631
H 2.22653 2.60892 -7.13093
H 6.26990 2.83566 1.79436
H 2.50821 0.30112 8.11034
H -3.78228 -4.49093 -6.62528
H 4.20177 -2.30266 1.51628
H 1.96924 1.05397 -3.76046
H 6.39872 -3.16008 1.24053
H 2.29478 2.77038 -3.68470
H 0.08292 7.31723 3.20771
H -4.49851 -6.17512 -5.22035
H -1.41434 -0.91843 -3.27149
H 3.49676 -5.66966 0.08358
H -4.68377 0.89799 0.24412
H -1.53145 -6.66609 3.18082
H 8.12482 5.91272 2.34317
H -1.03150 8.02947 1.99929
H -0.28943 2.94548 -8.20937
H 1.90383 -3.09013 1.94371
H -0.78190 4.98319 2.28232
H 2.12972 1.57221 0.96508
H -0.50114 9.45590 4.61106
H -4.20480 -4.59748 0.11901
H -3.70902 3.13488 4.50744
H -2.48960 -2.39070 -0.84150
H 6.43280 -4.15382 2.73415
H -9.66240 -0.20225 2.03662
H -3.61715 0.82018 -7.49997
H 1.51356 2.47960 -0.51880
H 0.52738 2.37951 0.99255
H -2.71869 3.08821 -7.13170
```

Mulliken population analysis, charges in e, atoms 1 to 5:
1 S 0.90
2 S 0.59
3 S 0.62
4 S 0.29
5 S 0.59